No. 1
Molecular formula: C5H12O
Method: DFT, the ωB97M-V functional and the def2-TZVPD basis

HOMO: -9.74 eV

Structure (ORCA input):
```
! RIJCOSX wB97M-V def2-TZVPD def2/J DEFGRID3
* xyz 0 1
C 1.684 -0.493 -0.950
C 0.470 -1.080 -0.232
C -0.634 -0.065 0.058
C -1.920 -0.731 0.570
C -0.250 0.950 1.109
O 0.718 0.879 1.828
H 2.189 0.251 -0.326
H 1.394 -0.012 -1.892
H 2.409 -1.279 -1.188
H 0.042 -1.887 -0.841
H 0.787 -1.531 0.716
H -0.882 0.491 -0.861
H -1.714 -1.297 1.486
H -2.698 0.007 0.796
H -2.315 -1.423 -0.180
H -0.980 1.784 1.223
H 0.622 2.782 -0.944
H 1.080 2.653 -0.374
*
```

Atomic partial charges in e from the natural (NBO) method, atoms 1 to 5: atom 1 (C): -0.607, atom 2 (C): -0.396, atom 3 (C): -0.332, atom 4 (C): -0.596, atom 5 (C): 0.459


No. 2
Molecular formula: C5H12O2
Method: DFT, the ωB97M-V functional and the def2-TZVPD basis

⟨S²⟩: 0.790
HOMO (spin up / spin down): -2.18 / -2.07 eV

Structure (ORCA input):
```
! RIJCOSX wB97M-V def2-TZVPD def2/J DEFGRID3
* xyz -1 2
C 0.497 0.707 -0.970
C -0.569 -0.063 -0.363
C -0.463 -1.398 0.013
C -3.016 0.109 0.033
C -1.812 0.686 0.024
H -1.416 0.572 -2.138
H 0.685 1.751 -0.727
H 1.051 0.252 -1.792
H 0.062 -2.118 -0.606
H -1.189 -1.630 0.782
H -2.908 -0.943 -0.212
H -3.919 0.688 0.176
H -1.383 1.659 0.259
H 0.879 0.367 2.142
H 1.225 0.411 0.625
O 1.637 0.467 1.567
H 4.234 -0.342 0.719
H 2.761 -0.555 0.444
O 3.642 -0.620 0.024
*
```

Atomic partial charges in e from the natural (NBO) method, atoms 1 to 5: atom 1 (C): -0.732, atom 2 (C): -0.041, atom 3 (C): -0.673, atom 4 (C): -0.472, atom 5 (C): -0.189


No. 3
Molecular formula: C5H12O2
Method: DFT, the ωB97M-V functional and the def2-TZVPD basis

HOMO: -9.65 eV

Structure (ORCA input):
```
! RIJCOSX wB97M-V def2-TZVPD def2/J DEFGRID3
* xyz 0 1
C 2.348 0.212 1.374
C 0.904 0.618 1.141
C 0.234 -0.220 0.077
O 0.424 -1.428 -0.030
C -0.605 0.531 -0.849
C -1.460 -0.150 -1.902
O -2.086 -0.799 0.827
H 2.407 -0.878 1.407
H 2.993 0.564 0.559
H 2.727 0.626 2.311
H 0.280 0.400 2.015
H 0.809 1.695 0.944
H 0.503 0.668 -1.240
H -1.295 -1.336 0.639
H -1.037 1.462 -0.457
H -1.237 -1.220 -1.938
H -2.546 -0.012 -1.794
H -1.181 0.309 -2.850
H -2.765 -1.200 0.278
*
```

Atomic partial charges in e from the natural (NBO) method, atoms 1 to 5: atom 1 (C): -0.606, atom 2 (C): -0.505, atom 3 (C): 0.573, atom 4 (O): -0.645, atom 5 (C): -0.435


No. 4
Molecular formula: C5H12O2
Method: DFT, the ωB97M-V functional and the def2-TZVPD basis

HOMO: -10.03 eV

Structure (ORCA input):
```
! RIJCOSX wB97M-V def2-TZVPD def2/J DEFGRID3
* xyz 0 1
C -1.639 1.175 -1.664
C -1.145 0.142 -0.656
C 0.255 0.450 -0.134
O 0.238 1.791 0.297
C 0.684 -0.442 1.034
C 0.965 -1.871 0.619
O 1.860 0.171 1.558
H -1.567 2.174 -1.234
H -1.035 1.163 -2.577
H -2.682 0.983 -1.940
H -1.837 0.103 0.193
H -1.158 -0.849 -1.116
H 0.973 0.332 -0.965
H 1.018 1.931 0.854
H -0.106 -0.365 1.793
H 1.770 -1.854 -0.119
H 1.280 -2.480 1.473
H 0.076 -2.318 0.170
H 2.050 -0.235 2.413
*
```

Atomic partial charges in e from the natural (NBO) method, atoms 1 to 5: atom 1 (C): -0.605, atom 2 (C): -0.408, atom 3 (C): 0.089, atom 4 (O): -0.731, atom 5 (C): 0.077


No. 5
Molecular formula: C5H12O2
Method: DFT, the ωB97M-V functional and the def2-TZVPD basis

HOMO: -9.31 eV

Structure (ORCA input):
```
! RIJCOSX wB97M-V def2-TZVPD def2/J DEFGRID3
* xyz 0 1
C 2.041 -0.976 1.182
C 0.554 1.648 0.772
C 0.116 1.032 -0.316
O 1.256 -1.320 0.059
C -1.253 0.396 -0.405
C -1.548 -0.172 -1.787
O -1.384 -0.622 0.601
H 2.575 -1.865 1.509
H 2.780 -0.215 0.905
H 1.497 -0.592 2.062
H -0.039 1.650 1.682
H 1.518 2.146 0.815
H 0.732 0.967 -1.204
H 0.327 -1.372 0.338
H -1.965 1.200 -0.179
H -0.889 -1.019 -2.008
H -2.588 -0.514 -1.860
H -1.392 0.598 -2.550
H -2.257 -1.022 0.480
*
```

Atomic partial charges in e from the natural (NBO) method, atoms 1 to 5: atom 1 (C): -0.252, atom 2 (C): -0.394, atom 3 (C): -0.184, atom 4 (O): -0.749, atom 5 (C): 0.046


No. 6
Molecular formula: C5H12O2
Method: DFT, the ωB97M-V functional and the def2-TZVPD basis

HOMO: -10.17 eV

Structure (ORCA input):
```
! RIJCOSX wB97M-V def2-TZVPD def2/J DEFGRID3
* xyz 0 1
C 0.050 2.596 -3.158
C 1.308 2.321 -2.813
H -0.179 3.375 -3.894
H -0.792 2.050 -2.716
H 2.150 2.867 -3.255
H 1.537 1.542 -2.077
O 0.514 -1.682 0.693
O -0.875 -0.903 2.419
C -0.526 -2.200 -0.123
C -0.556 0.472 2.268
C 0.191 -1.734 2.055
H -0.169 -2.183 -1.166
H -1.447 -1.596 -0.056
H -0.768 -3.241 0.150
H 0.332 0.745 2.862
H -0.371 0.742 1.215
H -1.418 1.055 2.634
H -0.099 -2.757 2.363
H 1.117 -1.468 2.599
*
```

Atomic partial charges in e from the natural (NBO) method, atoms 1 to 5: atom 1 (C): -0.391, atom 2 (C): -0.389, atom 3 (H): 0.195, atom 4 (H): 0.194, atom 5 (H): 0.195


No. 7
Molecular formula: C5H12O2
Method: DFT, the ωB97M-V functional and the def2-TZVPD basis

HOMO: -9.87 eV

Structure (ORCA input):
```
! RIJCOSX wB97M-V def2-TZVPD def2/J DEFGRID3
* xyz 0 1
C -1.972 1.394 -1.387
C -1.201 0.089 -1.248
C -0.010 0.180 -0.319
O 0.137 1.131 0.430
C 0.971 -0.974 -0.366
C 2.150 -0.800 0.577
O -0.189 -0.324 2.855
H -2.242 1.789 -0.405
H -1.364 2.152 -1.891
H -2.886 1.241 -1.967
H -1.841 -0.707 -0.842
H -0.852 -0.278 -2.221
H 1.300 -1.074 -1.409
H -0.026 0.405 2.236
H 0.415 -1.896 -0.142
H 2.604 0.185 0.436
H 1.803 -0.870 1.611
H 2.911 -1.564 0.399
H 0.294 -0.079 3.652
*
```

Atomic partial charges in e from the natural (NBO) method, atoms 1 to 5: atom 1 (C): -0.605, atom 2 (C): -0.511, atom 3 (C): 0.634, atom 4 (O): -0.597, atom 5 (C): -0.513


No. 8
Molecular formula: C5H12O2
Method: DFT, the ωB97M-V functional and the def2-TZVPD basis

HOMO: -8.56 eV

Structure (ORCA input):
```
! RIJCOSX wB97M-V def2-TZVPD def2/J DEFGRID3
* xyz 0 1
C 0.036 1.770 0.767
C -0.241 0.560 0.271
C 0.060 -0.767 0.800
C -0.409 -1.859 0.209
C -0.115 -3.264 0.644
H 0.197 2.519 0.002
H 0.348 1.919 1.783
H -0.657 0.481 -0.738
H 0.833 -0.945 1.537
H -0.826 -1.833 -0.793
H -1.042 -3.824 0.634
H 0.394 -3.303 1.603
H 0.482 -3.765 -0.128
H -1.074 4.656 -0.019
H -2.405 4.750 -0.705
O -1.880 4.143 -0.166
H 2.343 -1.058 -2.296
H 1.686 -0.055 -1.319
O 2.268 -0.124 -2.086
*
```

Atomic partial charges in e from the natural (NBO) method, atoms 1 to 5: atom 1 (C): -0.373, atom 2 (C): -0.227, atom 3 (C): -0.265, atom 4 (C): -0.133, atom 5 (C): -0.644


No. 9
Molecular formula: C5H12O2
Method: DFT, the ωB97M-V functional and the def2-TZVPD basis

HOMO (spin up / spin down): -8.78 / -8.78 eV

Structure (ORCA input):
```
! RIJCOSX wB97M-V def2-TZVPD def2/J DEFGRID3
* xyz 0 1
C 2.127 0.923 0.899
C 1.065 -0.093 1.311
C 0.377 -0.758 0.122
O -0.601 -1.674 0.440
C -0.530 0.124 -0.649
C -0.990 -0.299 -1.993
O -2.310 0.060 0.636
H 2.913 0.451 0.297
H 1.699 1.740 0.302
H 2.604 1.378 1.773
H 1.508 -0.894 1.913
H 0.295 0.379 1.936
H 1.151 -1.173 -0.559
H -1.764 -0.792 0.829
H -0.699 1.160 -0.368
H -0.903 -1.380 -2.104
H -2.011 0.025 -2.209
H -0.333 0.199 -2.722
H -3.051 -0.254 0.099
*
```

Atomic partial charges in e from the natural (NBO) method, atoms 1 to 5: atom 1 (C): -0.613, atom 2 (C): -0.419, atom 3 (C): -0.006, atom 4 (O): -0.770, atom 5 (C): 0.313


No. 10
Molecular formula: C5H12O2
Method: DFT, the ωB97M-V functional and the def2-TZVPD basis

HOMO: -9.72 eV

Structure (ORCA input):
```
! RIJCOSX wB97M-V def2-TZVPD def2/J DEFGRID3
* xyz 0 1
C -1.332 2.547 -1.265
C -0.013 1.844 -1.554
O -0.060 0.485 -1.161
C 0.638 0.181 0.023
C 0.288 -1.254 0.370
O 0.864 -1.571 1.611
C 0.496 -2.857 2.038
H -1.501 2.658 -0.188
H -2.159 1.966 -1.684
H -1.346 3.544 -1.719
H 0.820 2.360 -1.054
H 0.191 1.859 -2.631
H 1.725 0.285 -0.120
H 0.344 0.837 0.857
H -0.809 -1.350 0.407
H 0.654 -1.930 -0.420
H 0.832 -3.631 1.331
H -0.597 -2.944 2.149
H 0.967 -3.031 3.009
*
```

Atomic partial charges in e from the natural (NBO) method, atoms 1 to 5: atom 1 (C): -0.632, atom 2 (C): -0.058, atom 3 (O): -0.547, atom 4 (C): -0.068, atom 5 (C): -0.072


Sequential strongest force on any atom output: 0.4, 2.1, 2.3, 0.5, 0.6, 0.7, 0.5, 1.5, 0.3, 0.3 eV/Å
Sequential relative energy (zero: lowest compared OMol25 entry of this formula, charge and spin) output: 28.9, 101.8, 35.7, 12.3, 46.3, 59.0, 6.8, 53.9, 82.9, 38.1 kcal per mole
Sequential DFT total energy output: -7426.0593, -9469.1491, -9473.5857, -9474.6015, -9473.1260, -9472.5781, -9474.8420, -9472.7975, -9471.5395, -9473.4856 eV